[1]
{"formula": "C3H5IN2S", "method": "ωB97M-V with the def2-TZVPD basis set", "elements": ["C", "C", "C", "N", "N", "S", "I", "H", "H", "H", "H", "H"], "positions_angstrom": [[0.8804, -1.1287, -0.3309], [-0.2635, -1.3316, 0.5913], [-0.1220, 0.7968, -0.6501], [1.0095, -0.0196, -0.9890], [-1.0019, 0.1239, 0.1716], [0.6255, 2.3577, 0.0835], [-2.9672, 0.0161, -0.2713], [1.5800, -1.9240, -0.5048], [-1.0101, -2.0963, 0.4509], [-0.0950, -1.3497, 1.7255], [-0.5969, 0.9672, -1.5865], [-0.1886, 3.3843, -0.3172]], "forces_ev_per_a": [[0.65, 0.56, -0.91], [-1.16, 3.90, 1.36], [1.48, 1.66, -0.36], [-0.03, -2.46, 1.39], [3.74, -3.65, 2.63], [-0.27, 0.14, -0.11], [-4.66, -0.01, -0.79], [0.46, -0.21, 0.00], [-0.06, -0.29, -0.76], [0.38, 0.28, -1.64], [-0.58, 1.00, -0.81], [0.04, -0.92, 0.01]], "lowdin_charge": [-0.149, -0.104, -0.880, 0.043, -0.564, 0.719, 0.712, 0.106, 0.059, 0.132, 0.068, -0.143], "multiplicity": 3, "total_energy_ha": -922.52624, "e_above_lowest_ev": 1.3996, "total_charge": 0}



[2]
{"formula": "C3H4N2O2", "method": "ωB97M-V with the def2-TZVPD basis set", "elements": ["H", "N", "C", "C", "C", "O", "O", "N", "H", "H", "H"], "positions_angstrom": [[1.5149, 1.6198, -1.1478], [1.8306, 0.8809, -0.4119], [0.7962, 0.2457, 0.0077], [-0.6611, 0.5552, -0.3544], [-1.3230, -0.6722, 0.3560], [-2.4314, -1.1439, 0.2405], [-0.2479, -1.4918, 0.9946], [0.8268, -0.7210, 0.7050], [-0.8834, 0.5263, -1.4056], [-1.0402, 1.4915, 0.2155], [1.6187, -1.2905, 0.8004]], "forces_ev_per_a": [[0.79, -1.62, 1.93], [-0.29, 1.75, -1.89], [-1.25, 9.72, -7.63], [-0.63, -0.32, 3.53], [-1.71, -2.48, -1.24], [2.43, 1.35, 0.80], [-3.89, 1.90, -1.12], [2.49, -8.73, 6.95], [-0.13, 0.19, -0.28], [0.67, -1.39, -1.33], [1.53, -0.36, 0.27]], "lowdin_charge": [0.075, 0.085, -0.587, 0.041, -0.300, 0.130, 0.060, 0.033, 0.124, 0.169, 0.171], "smiles": "[H]/N=C1\\CC(=O)ON1", "total_energy_ha": -376.59681, "e_above_lowest_ev": 4.5438, "total_charge": 0}



[3]
{"formula": "C26H48NO10", "method": "ωB97M-V with the def2-TZVPD basis set", "elements": ["C", "N", "C", "C", "C", "C", "O", "H", "H", "H", "H", "H", "H", "H", "H", "H", "H", "H", "H", "H", "H", "C", "C", "C", "O", "C", "C", "C", "O", "O", "O", "H", "H", "H", "H", "C", "C", "O", "C", "H", "H", "H", "H", "H", "H", "C", "C", "O", "C", "H", "H", "H", "H", "H", "H", "C", "C", "O", "C", "H", "H", "H", "H", "H", "H", "C", "C", "O", "C", "H", "H", "H", "H", "H", "H", "C", "C", "O", "C", "H", "H", "H", "H", "H", "H"], "positions_angstrom": [[5.7460, 39.2600, 29.3260], [4.5440, 39.8020, 28.5960], [4.9030, 41.1010, 27.9420], [4.1000, 38.7540, 27.6510], [3.5260, 40.0860, 29.6780], [2.1180, 40.5320, 29.0110], [1.2910, 41.0010, 30.1050], [6.5760, 38.7900, 28.9100], [5.3680, 38.5000, 29.8090], [6.0450, 39.8210, 30.0320], [5.7410, 40.9110, 27.3780], [5.3910, 41.8130, 28.8240], [4.4190, 41.5120, 27.0560], [5.0190, 38.6170, 26.8310], [3.2170, 39.1780, 27.0050], [3.7400, 37.9450, 28.1480], [4.1060, 40.8650, 30.2510], [3.5000, 39.4600, 30.4460], [1.5970, 39.9220, 28.4120], [2.2420, 41.4030, 28.3580], [0.5290, 41.3990, 29.7730], [0.9220, 41.3860, 34.8930], [1.8460, 40.4670, 33.9860], [1.4620, 39.1020, 33.8630], [2.1250, 38.3360, 33.0450], [0.2930, 38.4970, 34.6350], [-0.5130, 39.4080, 35.6270], [-0.1840, 40.8600, 35.6630], [-0.9780, 41.6060, 36.1390], [-1.4220, 38.9070, 36.3860], [2.9110, 40.8490, 33.2780], [0.9450, 42.4050, 35.0460], [0.1730, 37.5040, 34.5520], [-1.7790, 37.9800, 36.3310], [3.1810, 40.0600, 33.1250], [1.9890, 40.9780, 24.1440], [3.3280, 40.2680, 23.7630], [4.1390, 39.8520, 24.6610], [3.4780, 39.7640, 22.4000], [2.0540, 42.0110, 23.6580], [1.9440, 41.1840, 25.1020], [1.0940, 40.3320, 23.8690], [4.4770, 39.2160, 22.6590], [3.8610, 40.5530, 21.6770], [2.6400, 39.2160, 21.8540], [6.7230, 37.4690, 24.7750], [7.8700, 38.0730, 25.4880], [7.7490, 38.4430, 26.6410], [9.1880, 38.1920, 24.6500], [7.1370, 36.8370, 23.9290], [6.0510, 38.2380, 24.4340], [6.1060, 36.7840, 25.4150], [8.7310, 38.2980, 23.6500], [9.9380, 37.2590, 24.6470], [9.7480, 39.1370, 24.7620], [3.7830, 35.1530, 26.9570], [3.9870, 34.2520, 25.8160], [4.2550, 33.1580, 25.9890], [3.7110, 34.8150, 24.4160], [3.3570, 34.5540, 27.8560], [2.9710, 35.8640, 26.9520], [4.7700, 35.5300, 27.2270], [3.5410, 35.7550, 24.4770], [2.7980, 34.4440, 23.8550], [4.3410, 34.4100, 23.6170], [9.5110, 43.7740, 30.6090], [8.8430, 42.7850, 29.7360], [7.8310, 42.9280, 29.0770], [9.7620, 41.5180, 29.4870], [8.7840, 44.5660, 30.6680], [10.2960, 44.3330, 30.2580], [9.7370, 43.1750, 31.5940], [10.8340, 41.8020, 29.2360], [9.5090, 40.9660, 28.6470], [9.8120, 40.9200, 30.3540], [6.9600, 37.8240, 32.3920], [5.7830, 38.4280, 32.9690], [5.0920, 39.2620, 32.3980], [5.5520, 38.0620, 34.4260], [7.7560, 37.7760, 33.0380], [7.3420, 38.3910, 31.5840], [6.7160, 36.7710, 32.4960], [4.9410, 36.9480, 34.4400], [5.0050, 38.8030, 34.9640], [6.4840, 37.8840, 34.8580]], "forces_ev_per_a": [[-1.81, -0.89, -4.66], [0.35, -0.08, 0.14], [1.97, 1.71, 2.39], [1.18, 3.52, -5.60], [-0.39, 4.66, -3.43], [2.33, 3.92, 3.65], [2.66, -1.76, 0.64], [1.23, 0.09, -2.54], [-2.32, -4.14, 2.78], [1.93, 4.95, 4.75], [2.74, -1.09, -0.86], [-1.96, -1.43, -2.54], [-1.82, 0.08, 1.02], [-2.51, -0.13, 2.46], [1.75, -0.69, 1.23], [-0.43, -2.56, 1.47], [-1.49, 0.33, -0.77], [-0.65, -4.11, 2.47], [-1.48, -3.46, -1.68], [0.80, 0.07, 0.05], [-1.94, 0.99, -0.94], [4.21, -5.77, -3.85], [-4.16, 6.68, 4.48], [-1.00, -5.87, -1.33], [-1.76, 2.81, 2.66], [-0.36, 8.59, 2.97], [4.62, -6.06, -5.16], [0.14, -1.14, -1.65], [-1.34, 1.39, 1.50], [-1.95, 0.01, 1.56], [-4.35, 7.89, 3.00], [0.90, 2.14, -0.31], [-0.70, -3.32, -0.21], [1.24, 1.26, -0.62], [4.58, -8.59, -3.13], [1.24, -0.23, -5.19], [-0.94, -1.69, 4.07], [-2.38, 2.11, -2.60], [3.23, -0.35, -1.72], [-0.73, -1.48, 0.08], [-0.05, 0.69, 4.99], [1.19, 1.08, -0.17], [-1.91, -0.15, -1.57], [-0.77, -0.53, 0.86], [1.12, 0.59, 1.27], [-0.08, -2.41, -0.80], [1.53, 0.06, 1.12], [0.24, 0.15, -0.37], [-0.03, -0.76, -0.73], [-0.87, 0.85, 0.71], [-0.20, 0.40, -0.46], [0.72, 0.70, -0.27], [0.77, -0.38, -0.06], [-1.98, 2.01, 0.22], [-0.21, -0.59, 0.68], [-1.12, -0.52, 3.39], [-2.93, 4.67, -2.80], [2.13, -6.63, 0.90], [-0.32, -6.54, -1.42], [1.38, 0.36, -1.37], [0.26, 0.94, -1.01], [-0.22, 0.51, 0.25], [-0.31, 6.63, -0.16], [0.10, -0.13, 1.65], [1.03, 0.73, 0.56], [-2.92, -1.46, 2.84], [2.20, -1.86, -2.90], [0.20, 0.14, 1.14], [1.10, 2.52, 0.21], [-0.64, 0.31, 1.18], [2.60, 0.28, -1.23], [-0.26, 1.75, -1.60], [-1.19, 0.23, 0.70], [-1.23, -1.15, -1.43], [0.02, -0.85, 1.07], [-0.74, -0.67, -0.17], [-1.18, 2.10, 1.76], [0.31, -0.66, -0.02], [-2.67, -3.37, -1.56], [1.89, 0.57, 2.19], [-0.07, -0.51, -1.72], [0.05, -0.68, -1.74], [1.56, 3.22, 0.07], [-0.57, 0.35, 0.23], [1.43, -0.35, 0.98]], "lowdin_charge": [0.012, -0.317, 0.008, 0.004, -0.034, -0.138, -0.032, 0.100, 0.052, 0.031, 0.058, 0.179, 0.106, 0.157, 0.125, 0.056, 0.152, 0.066, 0.066, 0.116, 0.054, 0.147, -0.135, -0.307, 0.005, 0.123, -0.167, -0.415, 0.156, 0.131, 0.158, 0.081, 0.046, 0.180, -0.060, 0.000, -0.435, -0.028, -0.042, 0.120, -0.014, 0.119, 0.109, 0.111, 0.120, -0.041, -0.481, 0.037, -0.022, 0.108, 0.056, 0.084, 0.062, 0.138, 0.075, -0.039, -0.568, 0.146, 0.001, 0.126, 0.067, 0.083, -0.019, 0.116, 0.096, -0.026, -0.465, 0.052, -0.015, 0.080, 0.058, 0.142, 0.108, 0.035, 0.050, -0.009, -0.484, 0.053, 0.003, 0.065, 0.083, 0.123, 0.181, 0.069, 0.045], "total_energy_ha": -1825.92889, "e_above_lowest_ev": 9.7053, "total_charge": 1}



[4]
{"formula": "C14H20N2O3SZr", "method": "ωB97M-V with the def2-TZVPD basis set", "elements": ["C", "C", "H", "H", "H", "H", "H", "H", "C", "C", "C", "C", "H", "H", "H", "H", "N", "C", "C", "N", "C", "C", "C", "H", "H", "C", "H", "H", "Zr", "C", "H", "H", "H", "C", "S", "O", "O", "O", "H", "H", "H"], "positions_angstrom": [[-4.9373, 0.4018, 0.4504], [-5.0077, 1.6843, -0.3668], [-5.1185, -0.4694, -0.1821], [-5.7095, 0.4008, 1.2233], [-3.9756, 0.2622, 0.9459], [-4.1681, 1.7832, -1.0553], [-5.9263, 1.7077, -0.9577], [-5.0194, 2.5689, 0.2734], [0.9880, -2.7866, 0.1901], [1.8665, -3.8300, -0.1023], [2.9836, -3.5824, -0.9043], [3.2024, -2.3020, -1.3893], [0.0812, -2.9277, 0.7776], [1.6636, -4.8250, 0.2937], [3.6850, -4.3821, -1.1465], [4.0504, -2.0674, -2.0335], [1.2089, -1.5208, -0.2633], [2.3175, -1.2710, -1.0371], [2.4985, 0.1093, -1.4822], [1.6205, 1.0369, -0.9802], [1.6718, 2.3345, -1.3828], [3.5141, 1.8313, -2.8349], [2.5926, 2.7512, -2.3388], [0.9428, 3.0066, -0.9207], [2.5650, 3.7833, -2.6800], [3.4741, 0.5142, -2.3990], [4.1726, -0.2295, -2.7566], [4.2634, 2.1403, -3.5592], [-0.0856, 0.2840, 0.2985], [-1.4503, 1.9525, -0.0086], [-1.6730, 2.1672, -1.0665], [-0.9700, 2.8576, 0.3982], [-2.4183, 1.8263, 0.4979], [-0.0160, -1.3738, 3.8161], [-0.7492, 0.0257, 2.9631], [-1.4482, -0.5668, 1.7141], [-1.5307, 0.8942, 3.7881], [0.4557, 0.7160, 2.2525], [-0.5733, -1.4910, 4.7592], [1.0392, -1.1162, 3.9837], [-0.0803, -2.2986, 3.2217]], "forces_ev_per_a": [[-0.27, -0.08, -0.06], [-0.16, 0.11, 0.03], [0.06, -0.02, 0.04], [0.11, -0.05, -0.03], [0.06, 0.03, 0.09], [-0.04, -0.02, -0.11], [0.12, 0.03, 0.03], [0.05, -0.02, -0.02], [0.63, 0.30, -0.53], [-0.31, 0.17, 0.19], [-0.16, -0.12, 0.16], [-0.34, 0.86, 0.13], [0.21, -0.10, -0.12], [0.06, 0.28, -0.14], [-0.26, 0.19, 0.06], [-0.23, -0.29, 0.31], [0.56, -0.62, -0.82], [-0.25, -1.43, 0.36], [0.10, 1.73, -0.57], [0.09, -0.19, -0.11], [0.31, -0.54, -0.22], [-0.12, 0.22, 0.08], [-0.28, 0.08, 0.25], [0.34, -0.16, -0.30], [0.13, -0.22, 0.10], [-0.50, -0.59, 0.61], [0.05, 0.27, -0.18], [-0.15, -0.05, 0.10], [-0.53, 0.80, 2.03], [0.05, -0.01, -1.05], [-0.03, 0.06, 0.17], [-0.01, -0.11, 0.08], [0.28, -0.06, -0.02], [-0.11, 0.14, 0.32], [-0.59, 0.01, 0.31], [0.83, 0.29, 0.46], [1.04, -1.24, -1.07], [-0.50, -0.28, -0.48], [0.31, 0.06, -0.32], [-0.40, 0.00, 0.16], [-0.17, 0.58, 0.07]], "lowdin_charge": [-0.161, -0.170, 0.069, 0.077, 0.022, 0.039, 0.076, 0.073, -0.074, 0.006, 0.021, 0.043, 0.119, 0.135, 0.143, 0.128, -0.062, -0.183, -0.185, -0.067, -0.062, 0.026, 0.013, 0.119, 0.137, 0.043, 0.122, 0.142, 1.905, -0.264, 0.028, 0.032, 0.003, -0.074, 0.617, -0.469, -0.181, -0.454, 0.101, 0.093, 0.075], "total_energy_ha": -1325.42875, "e_above_lowest_ev": 0.0115, "total_charge": 2}